{
  "formula": "C10H40BO12",
  "method": "the ωB97M-V functional and the def2-TZVPD basis",
  "total_charge": 1,
  "energy_ha": -1331.923639,
  "lumo_energy_ev": -4.97,
  "relative_energy_kcal_mol": 199.91,
  "symbols": ["O", "H", "H", "H", "O", "H", "H", "H", "B", "H", "H", "H", "H", "C", "C", "O", "O", "H", "H", "H", "H", "H", "H", "C", "C", "O", "O", "H", "H", "H", "H", "H", "H", "C", "C", "O", "O", "H", "H", "H", "H", "H", "H", "C", "C", "O", "O", "H", "H", "H", "H", "H", "H", "C", "C", "O", "O", "H", "H", "H", "H", "H", "H"],
  "positions_angstrom": [[-26.538930, 0.214548, 5.196988], [-26.108299, -0.133159, 5.981370], [-26.009816, 0.978079, 4.954769], [-27.481621, 0.318957, 5.345381], [-21.696244, 1.921615, 8.712123], [-20.799781, 2.149589, 8.968973], [-21.969840, 1.009878, 8.836572], [-21.798759, 2.102459, 7.774899], [-24.798460, -1.613740, 9.209023], [-25.086885, -0.581128, 9.330574], [-25.589891, -2.074484, 8.638417], [-23.890690, -1.610926, 8.625782], [-24.713644, -2.154313, 10.138987], [-28.630353, -6.914401, 9.734822], [-29.544727, -7.682629, 10.753449], [-30.470854, -8.549143, 10.125806], [-27.198998, -6.763531, 9.871470], [-28.866025, -5.853371, 9.652503], [-28.719860, -7.276336, 8.710570], [-30.155548, -6.980664, 11.321119], [-28.970685, -8.189808, 11.528919], [-31.121457, -8.797860, 10.786462], [-27.101911, -5.843404, 9.615437], [-27.027989, -3.393876, 15.814689], [-27.632402, -4.180767, 17.150899], [-28.566453, -3.429365, 17.864083], [-26.074033, -2.422140, 16.214881], [-27.662763, -2.765689, 15.189745], [-26.562803, -4.199722, 15.246965], [-26.804558, -4.600680, 17.722258], [-28.077808, -5.147646, 16.916679], [-28.032351, -2.922042, 18.479673], [-26.630583, -1.692602, 16.497070], [-30.910294, 1.135435, 9.277898], [-31.124496, 0.119613, 10.501715], [-32.471794, -0.054767, 10.843510], [-30.824667, 0.240708, 8.116120], [-30.023848, 1.741752, 9.464152], [-31.721691, 1.851110, 9.145419], [-30.663088, 0.731694, 11.276678], [-30.395154, -0.669390, 10.318294], [-32.784094, -0.806329, 10.334368], [-31.669269, -0.023047, 7.743737], [-30.420024, -6.550134, 3.382457], [-29.985526, -5.092888, 3.477334], [-28.521386, -5.121525, 3.589647], [-31.753855, -6.477978, 3.044827], [-30.382733, -7.121091, 4.310198], [-29.780374, -7.205816, 2.791679], [-30.572186, -4.656294, 4.285615], [-30.360402, -4.684268, 2.538930], [-28.316941, -5.644671, 4.368184], [-31.979258, -6.813904, 2.174218], [-19.093485, -3.776841, 9.312673], [-19.872456, -5.000717, 9.963544], [-19.892074, -6.132909, 9.024529], [-19.119017, -2.507206, 10.051876], [-19.439016, -3.669867, 8.284434], [-18.056008, -4.067213, 9.147077], [-20.870374, -4.675275, 10.257406], [-19.513690, -5.367716, 10.925159], [-20.548230, -6.157800, 8.324212], [-18.570385, -2.590507, 10.835239]],
  "forces_ev_per_angstrom": [[0.9, -0.7, -0.3], [0.3, -1.2, 1.4], [-0.3, 1.0, -0.7], [-1.0, 0.5, 0.0], [-0.7, 0.8, -0.4], [0.9, -0.2, 0.7], [-0.3, -1.6, 0.9], [-0.2, 0.4, -0.9], [0.0, 0.2, 0.0], [-1.3, 4.6, 0.9], [-3.2, -2.0, -2.6], [4.1, -0.2, -2.5], [0.5, -1.8, 3.6], [-0.1, 0.8, -1.1], [0.6, 0.9, 0.5], [0.5, -0.2, -0.7], [-0.1, -0.7, 1.0], [-1.4, -0.1, 0.3], [-0.8, -0.7, 0.1], [0.3, 0.6, 0.0], [0.5, -0.3, -0.3], [0.0, 0.0, 0.0], [0.7, -0.1, 0.2], [-0.3, -1.2, 2.0], [0.4, -0.1, -2.8], [0.5, 0.3, 0.5], [0.4, -0.2, 0.5], [-1.2, -1.1, 0.0], [0.3, 0.4, -0.2], [0.6, 1.0, 0.4], [-0.7, 0.2, -0.9], [-0.3, 0.3, 0.3], [0.3, 0.3, 0.1], [-1.5, -2.8, 0.2], [1.4, 4.3, -0.5], [0.5, -1.0, -0.4], [1.2, 1.1, -0.3], [0.5, -0.6, -0.6], [-0.3, -0.2, 0.2], [-0.2, -0.4, 0.8], [-0.9, -0.8, 0.0], [-0.4, -0.1, 0.1], [-0.3, 0.5, 0.4], [0.3, -0.5, 0.8], [1.2, -2.3, -0.2], [-1.3, 1.3, -0.1], [-2.1, -0.4, -0.6], [0.1, 0.5, 0.8], [0.0, 0.6, -1.0], [0.6, 0.4, 0.3], [0.8, 0.5, 0.0], [0.0, 0.0, 0.1], [0.3, -0.1, 0.0], [0.5, -0.8, 1.0], [-0.7, 0.4, -1.4], [1.0, 0.6, 1.4], [-0.6, -1.1, -1.0], [-0.6, 0.6, 0.3], [0.2, -0.1, 0.3], [-0.3, 0.1, -0.6], [0.8, -0.1, -0.4], [-0.3, 0.8, 0.4], [0.1, -0.2, 0.0]]
}